# 1
{
  "formula": "C17H19AuN7O4",
  "method": "wB97M-V/def2-TZVPD",
  "elements": ["Au", "O", "C", "C", "C", "C", "C", "C", "C", "O", "N", "N", "C", "C", "C", "C", "C", "C", "C", "O", "H", "H", "H", "H", "H", "H", "H", "H", "H", "H", "C", "C", "O", "H", "H", "H", "H", "H", "H", "N", "N", "N", "C", "N", "N", "H", "H", "H"],
  "positions_angstrom": [[-0.07580, -0.17710, -0.34450], [3.24260, 1.78640, 3.52660], [4.07430, 1.53100, 2.52450], [5.40790, 1.94200, 2.66110], [6.32750, 1.69820, 1.66800], [5.94970, 1.02430, 0.50330], [4.64110, 0.63560, 0.33730], [3.68170, 0.88560, 1.32510], [2.30050, 0.52110, 1.03010], [2.00780, 0.12860, -0.13210], [1.42330, 0.62790, 2.04220], [0.17320, 0.39390, 1.76780], [-0.82190, 0.47370, 2.58390], [-2.18270, 0.18480, 2.28410], [-3.07510, 0.19130, 3.37640], [-4.40600, -0.11320, 3.24770], [-4.94490, -0.40250, 1.98200], [-4.13550, -0.37980, 0.88680], [-2.73640, -0.09720, 0.97080], [-2.11940, -0.06500, -0.14330], [2.34730, 1.43690, 3.31480], [5.67330, 2.46640, 3.56440], [7.35130, 2.01820, 1.79200], [6.67800, 0.82070, -0.26540], [4.31240, 0.13170, -0.55880], [-0.61610, 0.79040, 3.60710], [-2.68090, 0.42520, 4.35520], [-5.03840, -0.12830, 4.12020], [-5.99610, -0.62950, 1.87860], [-4.51230, -0.57040, -0.10710], [0.01420, 4.74130, 0.38120], [0.24650, 3.56790, -0.56260], [-0.44680, 2.39760, -0.13560], [0.48760, 5.62810, -0.02930], [0.43800, 4.54350, 1.36320], [-1.04940, 4.94290, 0.49770], [1.30420, 3.29780, -0.58200], [-0.06880, 3.83110, -1.57890], [-1.39280, 2.54860, -0.24560], [1.31260, -5.39780, 0.78510], [0.52030, -4.44420, 0.27410], [-0.72850, -4.65340, -0.05670], [-1.13790, -3.44370, -0.40470], [-0.15350, -2.55800, -0.27860], [0.89700, -3.20810, 0.15290], [1.03780, -6.33770, 0.52780], [2.29810, -5.18310, 0.70320], [-2.12590, -3.21460, -0.73600]],
  "forces_ev_per_angstrom": [[-0.140, -0.457, 1.952], [-0.351, 0.137, 0.537], [0.241, -0.283, -0.679], [-0.310, 0.040, 0.033], [-0.209, -0.176, -0.064], [-0.050, -0.049, -0.099], [0.237, 0.113, 0.015], [0.146, 0.003, 0.207], [0.141, -0.173, 2.143], [-1.480, -0.173, -1.697], [1.039, 1.566, -0.219], [-0.968, -1.399, -0.816], [0.198, 0.166, -0.204], [-0.760, 0.190, -0.937], [-0.260, -0.128, 0.047], [0.123, 0.042, 0.049], [0.223, 0.203, 0.263], [0.594, -0.361, -0.268], [-0.918, -0.049, 2.244], [1.794, 0.372, -1.949], [0.334, 0.101, -0.086], [0.074, 0.028, 0.131], [0.059, 0.046, 0.041], [0.056, -0.014, -0.071], [0.095, -0.008, -0.092], [0.234, -0.271, -0.048], [0.041, -0.004, 0.076], [-0.058, 0.007, 0.094], [-0.044, 0.028, -0.031], [-0.081, -0.035, -0.050], [0.088, -0.347, -0.169], [0.158, 0.602, -0.038], [-0.219, -0.178, -0.017], [0.045, 0.156, -0.002], [0.021, -0.031, 0.065], [-0.091, 0.049, -0.034], [-0.083, 0.000, -0.069], [0.123, -0.063, 0.076], [-0.031, -0.021, 0.012], [0.667, -0.789, 0.814], [-0.808, 1.222, -0.720], [-0.360, -0.591, 0.040], [0.162, -0.186, 0.092], [-0.200, 0.430, -0.446], [1.097, -0.095, 0.365], [-0.082, 0.274, -0.197], [-0.180, 0.072, -0.178], [-0.305, 0.033, -0.115]],
  "mulliken_charge": [0.911, -0.608, 0.390, -0.650, -0.390, -0.715, -0.623, 0.501, 0.911, -0.772, -0.873, 0.471, -0.090, 0.719, -1.043, -0.613, -0.535, -0.498, 0.619, -0.664, 0.510, 0.449, 0.401, 0.427, 0.447, 0.428, 0.383, 0.427, 0.406, 0.501, -1.098, -0.281, -0.266, 0.381, 0.272, 0.333, 0.242, 0.313, 0.221, -0.535, 1.191, -0.898, -0.328, -0.044, -0.451, 0.296, 0.293, 0.532],
  "homo_ev": [-10.83, -10.83],
  "lumo_ev": [-6.27, -6.21],
  "fmax_ha_per_bohr": 0.052,
  "energy_ha": -1478.735860,
  "relative_energy_kcal_mol": 38.3,
  "charge": 1
}


# 2
{
  "formula": "C5H10S",
  "method": "wB97M-V/def2-TZVPD",
  "elements": ["C", "C", "C", "C", "C", "S", "H", "H", "H", "H", "H", "H", "H", "H", "H", "H"],
  "positions_angstrom": [[0.27428, -0.33440, -1.32467], [-0.00694, 2.52421, -1.28022], [0.42892, -1.48508, -0.40036], [-0.50401, -1.37348, 0.87434], [-0.25031, -0.14478, 1.63302], [0.25889, 1.10422, -0.38352], [-0.58286, -0.36004, -1.98908], [0.41927, 3.38709, -0.78743], [-1.05887, 2.65518, -1.50205], [0.20874, -2.42037, -0.91437], [1.45906, -1.52674, -0.03328], [-1.54284, -1.42402, 0.54401], [-0.27915, -2.26068, 1.47198], [-1.06758, 0.45448, 1.98883], [0.66652, -0.07734, 2.19703], [1.57687, 1.28177, -0.09422]],
  "forces_ev_per_angstrom": [[-0.363, 0.352, 0.756], [-0.474, -0.290, 0.674], [0.062, 0.220, -0.083], [-0.112, -0.175, 0.112], [0.285, 0.884, -1.473], [0.947, -1.059, -0.563], [0.035, 0.183, -0.251], [0.212, 0.052, 0.103], [-0.148, -0.060, -0.085], [0.049, 0.011, 0.005], [0.018, -0.200, 0.083], [0.019, -0.059, 0.031], [-0.074, -0.009, 0.053], [-0.198, 0.052, 0.218], [0.176, 0.034, 0.175], [-0.433, 0.066, 0.246]],
  "mulliken_charge": [-0.621, -0.878, -0.541, -0.256, -0.989, 0.291, 0.308, 0.304, 0.273, 0.363, 0.271, 0.257, 0.337, 0.387, 0.342, 0.153],
  "homo_ev": [-7.40, -7.41],
  "lumo_ev": [-0.09, -0.08],
  "fmax_ha_per_bohr": 0.034,
  "energy_ha": -594.460176,
  "relative_energy_kcal_mol": 147.4
}


# 3
{
  "formula": "C26H42BrN3OOsP2",
  "method": "wB97M-V/def2-TZVPD",
  "elements": ["C", "C", "C", "C", "N", "C", "C", "C", "C", "C", "C", "C", "C", "C", "Os", "P", "H", "H", "H", "H", "H", "H", "H", "H", "C", "C", "H", "H", "H", "H", "H", "C", "C", "H", "H", "H", "H", "H", "C", "C", "H", "H", "H", "H", "H", "Br", "P", "C", "C", "H", "H", "H", "H", "H", "C", "C", "H", "H", "H", "H", "H", "C", "C", "H", "H", "H", "H", "H", "N", "C", "N", "O", "H", "H", "H", "H"],
  "positions_angstrom": [[-0.05888, 5.85373, -2.89809], [-0.09940, 4.48580, -3.31912], [-0.56264, 4.31398, -4.66286], [-0.82316, 5.43342, -5.49169], [-0.66120, 6.68885, -5.06812], [-0.33689, 6.91176, -3.79427], [0.21570, 3.38426, -2.39417], [0.42236, 2.70401, -1.33945], [-0.36108, 2.52605, -0.07167], [0.09182, 2.72012, 1.25103], [-0.47745, 1.95030, 2.28018], [-1.73512, 1.27754, 2.15385], [-2.28924, 1.37961, 0.83601], [-1.70953, 2.08833, -0.25392], [-0.16829, 0.40879, -0.09137], [1.54466, -0.65777, 0.77267], [-0.74931, 3.33654, -5.09823], [0.16731, 6.13928, -1.87609], [-1.15701, 5.32754, -6.53997], [-0.27964, 7.96630, -3.48230], [-2.22930, 2.16078, -1.24162], [0.91857, 3.41519, 1.40230], [-3.23527, 0.81951, 0.69573], [0.12215, 1.91474, 3.19029], [1.76080, -2.28941, 1.58315], [2.87739, -3.20308, 1.10273], [0.79476, -2.81358, 1.58150], [1.91195, -2.05818, 2.64717], [2.93092, -3.98357, 1.87178], [2.67151, -3.68208, 0.13347], [3.84445, -2.68255, 1.06593], [1.97476, -0.83788, -1.03418], [2.84812, 0.25694, -1.61518], [0.96788, -0.78069, -1.55328], [2.35028, -1.85417, -1.15114], [2.85443, 0.07027, -2.69686], [2.42644, 1.26668, -1.45019], [3.87412, 0.18951, -1.23001], [2.79852, 0.46172, 1.51556], [4.22098, -0.08952, 1.70071], [2.35525, 0.73742, 2.48750], [2.83104, 1.37620, 0.90525], [4.82923, 0.74707, 2.08366], [4.26145, -0.91081, 2.43353], [4.66304, -0.42466, 0.74776], [-2.62979, -0.13334, 3.11811], [-2.12467, -2.96590, -1.01391], [-0.34302, -3.31039, -1.00767], [-0.00494, -4.77684, -1.27556], [0.07531, -2.98500, -0.04296], [0.09580, -2.67836, -1.79329], [1.07749, -4.89300, -1.40011], [-0.32020, -5.42887, -0.45420], [-0.48334, -5.13540, -2.19229], [-2.76807, -3.37468, 0.63799], [-4.28392, -3.60584, 0.58042], [-2.52207, -2.57650, 1.36145], [-2.24253, -4.30480, 0.90987], [-4.72575, -3.62874, 1.57904], [-4.78188, -2.80970, 0.02291], [-4.54925, -4.54550, 0.09051], [-2.44921, -1.23530, -1.26203], [-2.67629, -0.98422, -2.73555], [-1.51282, -0.67389, -1.05843], [-3.23883, -0.87103, -0.59792], [-2.91943, 0.06830, -2.87639], [-1.77384, -1.21813, -3.31262], [-3.49511, -1.61658, -3.06307], [1.34612, 0.31042, 5.18700], [0.25780, -0.07397, 4.45285], [-0.84200, 0.37154, 5.06591], [0.37711, -0.66604, 3.34415], [1.19016, 0.67561, 6.11151], [2.25168, -0.05058, 4.95650], [-1.70352, 0.48658, 4.51863], [-0.87746, 0.58588, 6.06120]],
  "forces_ev_per_angstrom": [[0.490, -2.103, 1.077], [-0.072, 0.453, -1.008], [0.543, -1.316, 1.848], [-0.013, 2.024, -0.413], [-0.243, 0.087, 0.026], [-0.429, 0.584, -1.949], [0.319, -0.753, 2.727], [-2.250, 3.620, -2.436], [-0.425, 1.216, -1.554], [0.504, -0.632, -0.517], [-0.076, 0.018, 1.077], [0.466, -0.986, -3.099], [-1.187, 0.078, 0.590], [-0.800, -0.550, -0.062], [0.237, -0.273, 0.429], [2.855, -1.347, 1.413], [0.198, -0.048, 0.213], [0.122, -0.264, 0.025], [0.235, -0.139, 0.602], [-0.001, -0.514, -0.027], [0.556, -0.188, 1.060], [0.204, -0.722, 0.274], [0.571, 0.832, -0.133], [-0.519, 0.182, 0.041], [-0.655, 0.052, 0.547], [0.182, -0.055, -0.187], [0.219, 0.172, 0.133], [-0.070, 0.163, -0.406], [0.236, 0.003, -0.366], [0.133, 0.146, 0.290], [-0.283, -0.330, -0.071], [-0.893, 1.075, 1.161], [0.218, 0.061, -0.528], [0.033, -0.221, -0.435], [-0.342, -0.135, -0.247], [0.322, 0.307, 0.175], [0.417, -0.579, -0.014], [-0.323, 0.152, -0.203], [-0.467, 0.362, 0.188], [0.095, -0.047, -0.003], [0.185, -0.070, -0.274], [-0.084, -0.241, 0.095], [-0.127, -0.432, -0.137], [0.005, 0.330, -0.308], [-0.104, 0.098, 0.456], [-1.525, 0.268, -2.510], [0.614, -0.353, 2.312], [0.235, 0.069, -0.915], [0.023, -0.443, -0.065], [-0.512, 0.000, -0.246], [-0.106, -0.206, 0.077], [-0.241, 0.012, 0.054], [0.056, 0.122, -0.117], [0.134, 0.043, 0.123], [-0.354, -1.113, -0.335], [-0.414, -0.015, 0.051], [0.258, -0.072, -0.481], [-0.166, 0.324, 0.212], [0.167, 0.009, -0.084], [-0.088, 0.065, 0.077], [0.185, 0.071, 0.047], [0.063, 0.251, -0.571], [-0.218, 0.370, -0.280], [0.119, -0.200, 0.336], [0.064, -0.256, -0.221], [-0.140, -0.089, -0.299], [-0.240, -0.024, 0.003], [-0.164, 0.177, -0.435], [0.215, -0.464, -0.726], [2.032, 0.008, 0.657], [-1.524, 0.415, 0.336], [-0.704, 1.164, 1.035], [0.367, 0.052, 0.022], [0.180, -0.241, 0.206], [1.436, -0.038, 2.209], [0.269, 0.022, -0.543]],
  "lowdin_spin": [0.286, 0.016, 0.278, 0.232, 0.009, 0.228, 0.140, -0.060, 0.010, 0.058, 0.031, 0.058, 0.038, 0.001, 1.567, -0.022, 0.010, 0.010, 0.005, 0.005, 0.002, 0.002, 0.002, 0.000, -0.003, -0.002, 0.001, 0.001, -0.001, 0.000, 0.000, 0.022, 0.005, 0.004, 0.002, 0.002, -0.002, 0.000, -0.003, -0.003, 0.000, 0.000, -0.001, 0.000, 0.000, 0.010, 0.610, 0.094, 0.009, 0.017, 0.000, 0.000, 0.000, 0.003, 0.090, 0.012, 0.020, 0.000, 0.000, 0.001, 0.001, 0.138, 0.026, 0.032, 0.001, 0.001, 0.001, 0.007, 0.000, 0.000, 0.000, -0.002, 0.000, 0.000, 0.000, 0.000],
  "s_squared": 6.081,
  "homo_ev": [-19.45, -19.50],
  "lumo_ev": [-13.44, -15.22],
  "fmax_ha_per_bohr": 0.095,
  "spin_multiplicity": 5,
  "energy_ha": -4600.913540,
  "relative_energy_kcal_mol": 99.1,
  "charge": 4
}


# 4
{
  "formula": "C4H7NRb",
  "method": "wB97M-V/def2-TZVPD",
  "elements": ["Rb", "C", "C", "C", "C", "N", "H", "H", "H", "H", "H", "H", "H"],
  "positions_angstrom": [[-0.72282, 2.91255, 1.77534], [-1.16001, -1.08967, -0.02537], [0.30207, -0.96334, -0.12914], [0.79742, 0.38712, -0.62443], [0.97287, 1.53881, 0.28730], [1.09428, 2.47711, 0.97271], [-1.65480, -1.87778, -0.59297], [-1.65863, -0.21951, -0.45233], [-1.52882, -1.20380, 0.99396], [0.76017, -1.86185, -0.54257], [0.77527, -0.97722, 0.85269], [0.22516, 0.68363, -1.50346], [1.79781, 0.19398, -1.01176]],
  "forces_ev_per_angstrom": [[-8.637, 2.704, 4.310], [-2.388, 0.180, 0.036], [1.450, -0.050, 2.025], [0.967, -0.262, -1.612], [0.761, 0.695, 0.497], [7.239, -4.207, -5.016], [0.556, -0.367, -0.022], [-0.062, 0.366, 0.151], [0.067, 0.031, 0.058], [0.187, 0.593, -0.929], [-0.327, -0.451, 0.529], [-0.072, 0.463, 0.057], [0.257, 0.303, -0.086]],
  "mulliken_charge": [0.882, -1.091, -0.295, -0.601, 0.452, -0.636, 0.327, 0.302, 0.273, 0.382, 0.311, 0.393, 0.300],
  "homo_ev": -15.23,
  "lumo_ev": -3.64,
  "fmax_ha_per_bohr": 0.195,
  "energy_ha": -235.143577,
  "relative_energy_kcal_mol": 76.0,
  "charge": 1
}